C86H101OP4Si3Zr as an isolated structure in a non-equilibrium geometry. Source: the Open Molecules 2025 dataset; level of theory: wB97M-V/def2-TZVPD.

Total charge ... +1
E_HOMO ... -9.778 eV
HOMO-LUMO gap ... 6.838 eV
Total energy ... -5693.74339 a.u.
Maximum force ... 1.62 eV Å⁻¹

XYZ file:
```
196
Properties=species:S:1:pos:R:3:forces:R:3:mulliken_charge:R:1
Zr 0.470219 -0.652050 0.863444 0.04 -0.86 -1.37 -3.824
C 4.631469 2.685028 -3.360698 0.02 -0.06 -0.01 -0.710
C 5.165513 1.402064 -3.420083 0.05 0.03 -0.03 -1.113
C 4.501196 0.343182 -2.824415 0.01 -0.06 0.02 -0.199
C 3.278098 0.549215 -2.180556 -0.34 0.19 0.09 0.387
C 2.728046 1.828596 -2.165835 0.02 -0.09 -0.06 0.282
C 3.414038 2.894804 -2.735457 0.09 -0.01 0.05 -0.010
P 2.375974 -0.823824 -1.352094 0.15 -0.26 0.11 1.818
C 3.851190 -1.864902 -0.927518 -0.02 0.17 0.12 0.624
C 4.809755 -1.282813 -0.090732 -0.08 0.03 -0.03 0.770
C 6.098656 -1.783055 -0.031284 0.03 0.00 0.03 -1.023
C 6.447033 -2.893515 -0.790809 -0.01 -0.09 0.08 -0.972
C 5.480442 -3.535045 -1.550087 -0.05 -0.07 0.04 -0.908
C 4.183858 -3.029934 -1.615641 0.03 0.08 -0.10 -0.263
C 1.721983 -1.785843 -2.764037 -0.09 0.03 -0.03 0.788
C 2.096032 -1.531805 -4.081685 0.05 -0.06 0.00 -0.519
C 1.759764 -2.435711 -5.079727 0.02 0.02 0.03 -1.140
C 1.101311 -3.611072 -4.745654 -0.01 -0.02 -0.04 -1.089
C 0.695616 -3.835220 -3.437281 0.07 -0.06 0.01 0.105
C 0.941463 -2.902044 -2.426349 0.08 0.30 0.13 0.880
Si 0.227501 -2.916926 -0.651143 0.02 -0.59 -0.20 -1.211
C 0.980174 -4.475122 0.159586 0.00 0.16 0.14 0.475
C 0.687569 -5.720098 -0.412575 0.00 -0.03 0.03 0.500
C 1.126102 -6.904214 0.152413 -0.02 0.00 0.00 -0.671
C 1.867643 -6.865462 1.328105 -0.01 -0.01 0.01 -1.244
C 2.173278 -5.648785 1.909454 0.05 0.07 0.01 -0.175
C 1.738510 -4.444540 1.339258 0.04 0.00 -0.08 0.049
P 2.168288 -2.816146 2.095786 -0.49 -0.29 0.41 2.445
C 1.291722 -2.704065 3.714828 0.08 0.12 -0.11 0.556
C 1.333533 -3.697260 4.691333 0.01 -0.04 0.06 0.468
C 0.880261 -3.438985 5.973946 -0.01 -0.01 0.00 -1.272
C 0.375061 -2.184095 6.304040 0.02 -0.11 0.02 -1.047
C 0.296267 -1.196221 5.337289 0.01 0.12 0.12 -0.868
C 0.754427 -1.464606 4.054020 0.12 -0.24 -0.11 1.197
C 3.861508 -3.140469 2.769109 -0.01 0.25 -0.17 0.443
C 4.260101 -2.624327 4.004600 -0.06 -0.16 0.04 -0.504
C 5.520604 -2.900460 4.511446 0.00 0.00 0.00 -0.892
C 6.404288 -3.696325 3.793765 -0.01 0.02 0.00 -0.886
C 6.021394 -4.201948 2.560821 0.04 -0.02 -0.03 -0.777
C 4.765243 -3.913499 2.047656 -0.06 0.00 -0.07 -0.889
C -1.577741 -3.522939 -0.810964 -0.01 0.11 0.06 0.647
C -2.150229 -4.042326 -1.980023 0.00 0.00 0.01 0.237
C -3.338264 -4.754700 -1.954336 -0.03 0.02 0.03 -0.818
C -3.980886 -4.989175 -0.743043 -0.03 -0.03 -0.03 -1.184
C -3.477292 -4.419210 0.410293 0.05 -0.01 -0.02 -0.138
C -2.310202 -3.647907 0.374421 -0.02 -0.04 0.04 -0.464
P -1.829712 -2.722567 1.893968 -0.25 -0.19 -0.19 2.641
C -1.700260 -4.147367 3.079453 0.16 0.10 0.05 0.650
C -1.289541 -5.389691 2.584816 -0.09 0.07 0.03 -0.249
C -1.193696 -6.496132 3.415952 0.03 -0.02 0.00 -0.826
C -1.511865 -6.392013 4.762537 0.02 -0.02 -0.01 -0.978
C -1.900958 -5.162953 5.269834 0.03 0.03 0.01 -1.223
C -1.969983 -4.049972 4.443813 -0.06 -0.04 -0.04 -0.016
C -3.484225 -1.963416 2.291138 0.06 0.10 0.01 1.788
C -3.833604 -1.555647 3.579018 -0.08 -0.10 -0.09 -1.029
C -5.073817 -0.995065 3.850739 0.00 -0.02 -0.01 -0.611
C -5.990245 -0.793599 2.831692 -0.01 -0.01 0.00 -1.003
C -5.648114 -1.154118 1.536502 -0.01 0.03 -0.01 -0.811
C -4.414853 -1.730840 1.271425 -0.03 -0.02 0.08 -0.786
H 5.167048 3.517863 -3.800212 -0.01 -0.03 0.02 0.497
H 6.111924 1.227607 -3.919605 -0.06 0.02 0.04 0.428
H 4.940365 -0.647114 -2.865171 -0.01 0.04 0.03 0.606
H 1.770816 1.998085 -1.681134 0.01 0.10 0.06 -0.086
H 3.015645 3.900429 -2.667920 0.15 -0.19 0.04 0.140
H 4.561020 -0.391068 0.471865 0.03 -0.07 -0.03 -0.741
H 6.835781 -1.297144 0.598055 -0.05 -0.03 -0.03 0.492
H 7.463648 -3.270538 -0.768810 -0.07 0.02 -0.01 0.414
H 5.734844 -4.422267 -2.120040 -0.02 0.07 0.04 0.445
H 3.462271 -3.519331 -2.257177 -0.01 0.02 0.01 0.117
H 2.657655 -0.641131 -4.334045 -0.01 -0.02 0.01 0.404
H 2.038256 -2.236207 -6.108098 -0.01 -0.01 0.06 0.438
H 0.885693 -4.349199 -5.510285 0.01 0.05 0.04 0.430
H 0.174945 -4.757663 -3.216055 0.01 0.03 0.00 0.230
H 0.078549 -5.763068 -1.310549 0.03 -0.01 0.07 -0.107
H 0.886163 -7.854267 -0.312608 0.02 0.06 0.02 0.462
H 2.213143 -7.782790 1.791138 -0.02 0.05 -0.03 0.455
H 2.778967 -5.649742 2.804459 0.03 0.07 0.05 0.421
H 1.743201 -4.672774 4.464856 0.00 0.01 -0.03 0.271
H 0.934200 -4.218375 6.725143 -0.02 0.04 -0.03 0.475
H 0.046273 -1.978395 7.316765 0.02 -0.01 -0.07 0.376
H -0.085733 -0.212291 5.584547 0.06 -0.12 -0.03 0.476
H 0.753856 -0.643418 3.330587 0.00 0.14 0.07 -1.448
H 3.582143 -2.021420 4.591476 0.01 -0.01 0.00 0.420
H 5.807160 -2.497082 5.475776 -0.02 -0.02 -0.06 0.482
H 7.385008 -3.921104 4.195813 -0.05 0.01 -0.02 0.418
H 6.701845 -4.823611 1.989911 -0.04 0.04 0.02 0.491
H 4.481967 -4.309845 1.082784 0.01 -0.03 -0.10 0.649
H -1.664662 -3.887214 -2.934103 -0.03 -0.02 0.05 0.297
H -3.756498 -5.142340 -2.876022 0.02 0.01 0.03 0.490
H -4.883630 -5.587959 -0.705976 0.04 0.05 0.00 0.404
H -4.005935 -4.551348 1.346618 -0.01 0.00 0.01 0.618
H -1.071903 -5.512978 1.534897 0.05 0.00 -0.05 0.212
H -0.880946 -7.446640 2.998666 -0.02 0.05 0.01 0.500
H -1.455141 -7.258876 5.410932 -0.01 0.04 -0.05 0.400
H -2.144808 -5.058959 6.320545 0.02 0.00 -0.03 0.485
H -2.242650 -3.112601 4.894786 0.03 0.03 0.02 0.216
H -3.136710 -1.636693 4.394163 -0.02 -0.01 0.01 -0.100
H -5.313294 -0.703855 4.866330 0.01 -0.01 -0.04 0.458
H -6.960134 -0.359810 3.043720 0.05 -0.01 -0.02 0.415
H -6.349663 -1.000168 0.723980 0.04 -0.01 0.04 0.463
H -4.198651 -2.028188 0.256320 -0.02 0.00 0.01 0.340
C -1.854614 0.761294 3.728918 -0.04 -0.01 0.10 0.016
Si -1.068661 1.308084 2.075759 0.01 0.41 0.59 1.554
C -2.468134 2.280034 1.258926 -0.05 -0.08 -0.22 0.021
C 0.125584 2.656280 2.693608 0.06 0.08 -0.07 0.416
C -0.425477 3.772957 3.340809 -0.02 0.10 0.06 -0.639
C 0.370474 4.740630 3.931551 -0.01 -0.08 0.01 -0.976
C 1.754830 4.604513 3.896877 0.02 -0.10 0.02 -0.889
C 2.313762 3.512824 3.254491 0.00 0.03 0.11 -0.297
C 1.519323 2.531797 2.639178 -0.02 0.06 0.03 1.056
Si 2.428153 1.122145 1.750982 0.11 0.57 0.40 2.283
C 3.702482 2.109581 0.748009 0.00 -0.04 -0.29 -0.927
C 3.518641 0.386142 3.111837 0.05 -0.10 0.04 -1.351
H -2.944690 0.820206 3.674655 0.12 0.04 0.00 0.293
H -1.516314 1.431173 4.527655 -0.05 -0.04 -0.09 0.790
H -1.592385 -0.257602 4.016423 -0.11 0.17 -0.05 -1.304
H -2.801897 3.060429 1.948641 0.03 -0.06 -0.02 0.862
H -3.333740 1.643842 1.047299 0.06 0.10 0.03 0.544
H -2.145102 2.769041 0.333808 -0.05 -0.05 0.14 -1.524
H -1.505908 3.888274 3.398383 0.12 0.00 0.01 0.242
H -0.083194 5.593018 4.425274 0.02 -0.03 -0.02 0.437
H 2.391347 5.345694 4.366457 -0.03 -0.01 -0.02 0.392
H 3.397347 3.423704 3.230746 -0.09 0.03 0.02 0.162
H 4.400058 2.571853 1.453084 -0.09 -0.04 0.01 0.989
H 3.217839 2.912070 0.184989 0.06 -0.05 0.06 -0.266
H 4.291935 1.523839 0.042548 0.03 0.14 0.01 0.436
H 4.174190 1.171816 3.504378 -0.08 -0.03 -0.05 0.853
H 4.156548 -0.421048 2.745871 -0.01 0.06 0.06 0.166
H 2.924415 0.008639 3.947044 0.10 0.01 -0.03 0.119
C -3.410924 0.741416 -1.436185 -0.03 0.05 -0.07 -1.302
C -2.486685 -0.325596 -0.880741 -0.10 0.17 -0.05 -0.132
O -1.090533 -0.060201 -1.091927 0.61 -0.17 0.29 1.064
C -0.800820 0.356910 -2.446622 -0.05 -0.14 -0.15 0.533
C -1.258095 -0.605492 -3.526890 -0.07 -0.04 0.11 -1.287
H -4.400061 0.609573 -0.987878 0.08 0.02 -0.02 0.485
H -3.521957 0.667444 -2.518899 -0.04 0.00 0.08 0.285
H -3.053637 1.740755 -1.189546 -0.09 -0.08 -0.05 -0.250
H -2.725416 -1.298650 -1.308545 0.01 -0.07 0.00 0.242
H -2.590205 -0.390229 0.198833 -0.02 0.00 0.12 -0.497
H 0.273619 0.498452 -2.491407 0.10 0.00 0.03 -0.782
H -1.252358 1.332736 -2.574017 0.04 0.19 -0.09 0.182
H -0.785652 -0.311914 -4.468579 -0.04 -0.01 0.07 0.516
H -2.340914 -0.579605 -3.671191 0.12 -0.03 -0.01 0.383
H -0.959351 -1.629717 -3.305349 -0.03 0.05 -0.06 -0.025
C -4.634803 5.530992 -3.534001 0.03 -0.11 0.01 -0.850
C -4.294307 5.080631 -2.114782 0.06 0.03 -0.06 -0.937
C -2.769738 5.092052 -1.891338 -0.08 -0.03 -0.07 0.087
C -1.988522 4.738116 -3.178681 -0.04 -0.17 0.14 0.701
C -2.844675 3.788486 -4.025749 -0.08 0.10 -0.05 -0.042
C -4.079084 4.527760 -4.565818 0.02 0.01 0.08 -0.924
P -0.388512 3.917057 -2.752658 0.10 0.22 -0.08 0.521
C 0.626116 3.984184 -4.327177 -0.21 -0.07 -0.09 0.349
C 0.401313 5.131408 -5.348861 -0.03 -0.08 -0.01 -1.150
C -0.235879 4.639693 -6.649416 0.16 -0.07 0.03 -0.689
C 0.660489 3.603908 -7.350859 0.01 0.01 0.10 -0.941
C 1.375808 2.678575 -6.340710 -0.13 0.07 -0.01 -1.115
C 0.604905 2.608327 -5.023442 0.02 0.06 -0.06 0.602
C 0.537210 5.147171 -1.716404 -0.13 -0.05 0.10 1.624
C 0.555350 6.603948 -2.201781 0.06 0.07 0.09 -0.939
C 1.033257 7.566345 -1.090939 0.01 -0.09 -0.05 -1.062
C 1.989025 6.855361 -0.136496 -0.11 -0.05 0.00 -0.814
C 1.240146 5.755659 0.636886 0.00 0.05 -0.17 0.247
C 0.157101 5.077290 -0.230025 0.12 0.12 -0.02 -0.172
H -4.203410 6.522390 -3.701926 -0.01 -0.02 0.00 0.313
H -5.714053 5.635272 -3.655511 0.02 0.04 -0.01 0.502
H -4.692185 4.072243 -1.955278 0.02 0.03 0.01 0.157
H -4.776569 5.726155 -1.378503 -0.01 -0.04 0.00 0.574
H -2.517365 4.382397 -1.094779 -0.02 0.10 -0.06 -0.717
H -2.461562 6.081702 -1.542775 0.01 -0.05 0.01 0.418
H -1.807432 5.650000 -3.753075 -0.05 0.01 -0.02 0.946
H -3.154013 2.946773 -3.394952 0.04 0.02 -0.02 -0.425
H -2.277601 3.360915 -4.854789 -0.01 0.00 0.05 -0.085
H -4.848339 3.799119 -4.835227 0.01 0.02 0.00 0.483
H -3.811066 5.055559 -5.484839 -0.02 -0.02 0.00 0.274
H 1.635980 4.098627 -3.930663 -0.07 0.03 -0.11 0.077
H 1.372051 5.571907 -5.598451 -0.01 0.04 0.03 0.528
H -0.194455 5.937505 -4.919692 0.05 -0.01 -0.02 0.485
H -0.414004 5.485277 -7.315727 -0.04 -0.01 0.00 0.509
H -1.213425 4.201101 -6.437325 -0.02 0.02 0.00 0.005
H 1.405718 4.120484 -7.962227 -0.04 -0.03 0.02 0.366
H 0.052441 3.007937 -8.036241 0.03 0.02 0.01 0.373
H 2.379629 3.059838 -6.123534 -0.01 -0.02 -0.02 0.367
H 1.503849 1.680746 -6.767608 0.03 0.03 0.01 0.414
H 1.050549 1.861123 -4.358613 -0.04 0.02 -0.02 -0.524
H -0.425915 2.284090 -5.217187 0.06 0.00 0.03 0.131
H 1.558649 4.749241 -1.780167 -0.06 0.07 0.08 -1.013
H -0.442194 6.905624 -2.535178 0.05 -0.01 -0.01 0.032
H 1.215514 6.683635 -3.070916 -0.04 0.02 0.02 0.394
H 0.173957 7.928459 -0.516113 0.03 0.00 -0.04 0.379
H 1.504990 8.442603 -1.539247 -0.04 0.01 0.02 0.538
H 2.435696 7.563283 0.563578 0.02 -0.01 -0.01 0.578
H 2.816213 6.422177 -0.710926 -0.01 0.02 0.02 0.154
H 0.768282 6.190357 1.520801 0.03 -0.03 -0.03 0.450
H 1.948497 5.009721 1.004240 -0.04 0.01 -0.01 -0.783
H -0.804543 5.574748 -0.075360 0.06 -0.04 0.00 0.434
H 0.027525 4.038532 0.082909 -0.03 0.01 0.04 -0.965
```
Forces are in eV/Å.